#A
The following is a quantum chemistry calculation of C26H29N5O2 in the gas phase, from the OMol25 dataset.

Positions of all 62 atoms, in Å:
C -4.48 -0.48 2.14
H -3.91 -0.36 3.06
H -5.54 -0.33 2.36
H -4.16 0.28 1.44
C -4.26 -1.88 1.56
C -4.64 -2.96 2.56
H -5.69 -2.85 2.84
H -4.50 -3.95 2.13
H -4.04 -2.88 3.46
C -2.79 -2.05 1.16
H -2.13 -1.88 2.01
H -2.62 -3.04 0.74
O -2.43 -1.06 0.19
C -2.66 -1.33 -1.08
O -3.00 -2.39 -1.53
C -2.45 -0.07 -1.95
C -3.77 0.51 -2.08
N -4.81 0.97 -2.18
C -1.52 0.93 -1.30
N -2.07 1.74 -0.45
C -1.33 2.74 0.08
C -1.88 3.61 1.04
C -1.14 4.66 1.50
C 0.16 4.89 1.01
C 0.72 4.06 0.08
C -0.01 2.96 -0.39
N 0.55 2.10 -1.26
C -0.14 1.06 -1.68
N 0.46 0.20 -2.58
C 0.47 -1.23 -2.33
H 0.62 -1.73 -3.29
C 1.62 -1.60 -1.39
N 2.88 -1.19 -1.98
C 2.90 0.24 -2.19
C 1.74 0.62 -3.11
H 1.87 0.12 -4.08
H 1.72 1.70 -3.26
H 2.79 0.81 -1.24
H 3.84 0.52 -2.65
C 4.05 -1.70 -1.27
C 4.19 -1.19 0.14
C 4.86 0.00 0.40
C 4.93 0.51 1.68
C 4.33 -0.17 2.73
C 3.67 -1.36 2.49
C 3.60 -1.86 1.20
H 3.09 -2.80 1.02
H 3.20 -1.90 3.30
H 4.37 0.23 3.74
H 5.45 1.44 1.87
H 5.34 0.53 -0.41
H 4.93 -1.41 -1.86
H 3.98 -2.79 -1.27
H 1.44 -1.11 -0.41
H 1.63 -2.68 -1.24
H -0.46 -1.57 -1.90
H 1.72 4.22 -0.29
H 0.71 5.74 1.39
H -1.56 5.34 2.23
H -2.89 3.41 1.38
H -2.10 -0.37 -2.94
H -4.87 -1.99 0.66

Properties
Highest occupied orbital energy in eV: -8.24

Atomic partial charges in e from the Löwdin method, atoms 1 to 6: C -0.060; H 0.083; H 0.081; H 0.067; C -0.402; C -0.070



#B
The following is a quantum chemistry calculation of C26H29N5O2 as an isolated structure, from the OMol25 dataset.

Positions of all 62 atoms, in Å:
O 2.26 2.57 -4.31
C 1.74 1.78 -3.43
N 2.12 1.90 -2.09
H 1.65 1.48 -1.46
C 2.96 3.01 -1.97
H 3.97 2.71 -1.53
C 2.44 4.09 -0.59
C 2.50 2.96 0.60
N 1.49 1.98 0.52
C 1.50 0.95 1.57
H 2.50 0.25 1.38
C 0.33 0.32 1.60
H -0.10 -0.33 0.61
H 0.06 -0.27 2.64
C -0.71 1.49 1.48
H -1.74 1.48 1.22
H -1.03 2.05 2.54
C 0.00 2.64 0.70
H -0.35 2.45 -0.25
H 0.06 3.64 1.21
H 1.88 1.35 2.49
H 2.37 3.85 1.66
H 3.47 2.53 0.93
H 1.57 4.42 -0.72
H 3.39 4.51 -0.47
H 3.21 3.66 -2.59
C 0.72 0.78 -3.92
N -0.01 0.34 -2.71
N -1.08 1.50 -2.63
C -2.14 1.17 -1.82
C -2.10 -0.15 -1.12
C -1.15 -1.10 -1.43
N -1.49 -2.18 -0.55
C -2.77 -1.91 -0.07
C -3.48 -2.75 0.80
C -4.52 -2.38 1.51
C -5.07 -1.17 0.94
C -4.44 -0.02 0.42
C -3.13 -0.64 -0.26
H -4.60 0.90 0.07
H -6.19 -0.63 1.56
H -5.16 -2.72 2.12
H -3.10 -3.69 1.03
C -0.73 -3.23 -0.54
C 0.46 -3.14 0.63
C -0.21 -3.43 2.03
C 0.68 -3.14 3.05
C 1.93 -2.78 2.78
C 2.61 -2.68 1.47
C 1.75 -2.65 0.45
H 1.98 -2.65 -0.58
H 3.58 -2.34 1.26
H 2.79 -2.83 3.64
H 0.37 -3.26 4.11
H -1.24 -3.61 2.32
H -0.10 -3.36 -1.17
H -1.29 -4.21 -0.38
C -0.03 -0.73 -2.18
O 0.90 -1.63 -2.34
H -2.97 2.03 -1.54
H 0.29 0.92 -4.82
H 1.40 -0.14 -3.89

Properties
Highest occupied orbital energy in eV: -8.29

Atomic partial charges in e from the Löwdin method, atoms 1 to 6: O -0.015; C -0.354; N 0.113; H 0.013; C -0.100; H 0.132



Energy ordering: #A at the bottom, the next structure 1814.1 kJ/mol above.



#A
The following is a quantum chemistry calculation of an isolated ion of composition H4NO2SSi and charge -1, from the OMol25 dataset.

Positions of all 9 atoms, in Å:
N -0.14 0.72 0.17
O -2.64 0.81 -0.56
O -1.69 -1.41 -0.09
Si 1.26 -0.23 0.15
S -1.86 -0.02 0.39
H -0.20 1.60 -0.65
H 2.38 0.57 -0.40
H 1.58 -0.53 1.56
H 1.30 -1.50 -0.58

Properties
Net charge: -1
Highest occupied orbital energy in eV: -3.93

Atomic partial charges in e from the Löwdin method, atoms 1 to 6: N -0.474; O -0.589; O -0.593; Si 0.342; S 0.531; H 0.109



#B
The following is a quantum chemistry calculation of H4NO2SSi as an isolated structure, from the OMol25 dataset.

Positions of all 9 atoms, in Å:
N -2.59 0.72 0.28
O 3.58 -0.56 -0.28
O 1.23 0.18 0.13
Si -1.64 -0.14 -0.67
S 2.74 0.47 0.40
H 2.69 -0.07 2.08
H -3.17 0.43 1.07
H -1.35 -1.66 -1.11
H -1.51 0.63 -1.89

Properties
Net charge: -1
Highest occupied orbital energy in eV: -3.68

Atomic partial charges in e from the Löwdin method, atoms 1 to 6: N -0.276; O -0.664; O -0.773; Si 0.510; S 0.542; H -0.058



Energy ordering: #A at the bottom, the next structure 241.3 kJ/mol above.



#A
The following is a quantum chemistry calculation of a 2-piece molecular cluster, CH7NS overall, from the OMol25 dataset.

Positions of all 10 atoms, in Å:
S 2.17 1.46 -0.70
H 2.43 0.44 0.06
C -1.03 -0.42 0.88
N -0.52 -0.20 -0.50
H -0.35 -1.00 1.49
H -1.19 0.61 1.34
H -2.05 -0.89 0.93
H 1.19 1.13 -1.51
H -1.05 -0.80 -1.12
H 0.39 -0.32 -0.86

Properties
Highest occupied orbital energy in eV: -9.17

Atomic partial charges in e from the Löwdin method, atoms 1 to 6: S 0.528; H -0.233; C -0.170; N -0.103; H 0.048; H 0.077



#B
The following is a quantum chemistry calculation of a 2-piece molecular cluster, CH7NS overall, from the OMol25 dataset.

Positions of all 10 atoms, in Å:
S 0.56 -2.88 1.51
H 0.24 -1.78 0.86
C -0.25 0.58 -0.35
N 0.44 1.91 -0.68
H -1.03 0.42 -1.10
H -0.69 0.74 0.63
H 0.41 -0.25 -0.54
H 0.10 -3.57 0.43
H -0.38 2.45 -0.96
H 0.61 2.38 0.20

Properties
Highest occupied orbital energy in eV: -9.78

Atomic partial charges in e from the Löwdin method, atoms 1 to 6: S 0.501; H -0.302; C -0.175; N -0.076; H 0.066; H 0.067



Energy ordering: #B at the bottom, the next structure 39.0 kJ/mol above.



#A
The following is a quantum chemistry calculation of a 5-piece molecular cluster, C8H24O4 overall, from the OMol25 dataset.

Positions of all 36 atoms, in Å:
C -0.53 2.11 -2.59
C 0.99 1.72 -2.38
C 1.08 0.21 -2.34
C 1.18 -0.28 -0.87
C 1.55 0.86 1.32
C 1.98 0.62 0.05
C 3.28 1.04 -0.43
C 2.24 1.83 2.28
H -1.13 1.47 -1.89
H -0.80 1.97 -3.61
H -0.78 3.08 -2.23
H 1.45 2.16 -3.27
H 1.39 2.18 -1.58
H 0.17 -0.15 -2.75
H 1.91 -0.33 -2.94
H 0.13 -0.31 -0.50
H 1.47 -1.31 -0.91
H 0.78 0.26 1.78
H 3.83 0.22 -0.89
H 3.82 1.42 0.48
H 3.49 2.08 -0.94
H 2.44 1.38 3.27
H 3.00 2.32 1.76
H 1.61 2.66 2.46
H -3.23 -0.40 -0.74
H -3.07 -0.17 0.77
O -2.62 -0.68 -0.03
H -1.11 -4.11 0.04
H -0.67 -2.82 -0.09
O -0.51 -3.63 0.43
H -3.07 -2.40 0.78
H -1.86 -2.88 1.43
O -2.79 -2.62 1.63
H -3.28 0.69 2.92
H -2.75 -0.57 2.45
O -3.38 0.05 2.22

Properties
Highest occupied orbital energy in eV: -8.61

Atomic partial charges in e from the Löwdin method, atoms 1 to 6: C -0.081; C -0.241; C -0.208; C -0.170; C -0.079; C -0.342



#B
The following is a quantum chemistry calculation of a 4-piece molecular cluster, C8H24O4 overall, from the OMol25 dataset.

Positions of all 36 atoms, in Å:
C -3.30 -0.25 2.62
C -1.82 -0.38 2.28
O -1.62 0.28 1.02
H -3.87 -0.76 1.84
H -3.59 0.80 2.60
H -3.53 -0.67 3.60
H -1.55 -1.44 2.22
H -1.19 0.08 3.05
H -0.69 0.12 0.80
C 1.02 0.83 -1.69
C 0.22 -0.45 -1.83
O 0.25 -1.16 -0.60
H 1.00 1.35 -2.65
H 2.04 0.64 -1.38
H 0.57 1.47 -0.93
H 0.66 -1.06 -2.63
H -0.82 -0.23 -2.08
H -0.49 -1.79 -0.59
C -3.23 -3.88 0.70
C -1.77 -4.20 0.83
O -1.08 -3.66 -0.29
H -3.82 -4.23 1.55
H -3.66 -4.33 -0.20
H -3.39 -2.80 0.62
H -1.66 -5.29 0.89
H -1.37 -3.77 1.75
H -0.13 -3.71 -0.12
C 3.58 3.98 -2.09
C 4.15 4.27 -0.72
O 5.09 5.34 -0.83
H 4.34 3.56 -2.75
H 3.19 4.89 -2.55
H 2.72 3.31 -1.97
H 4.68 3.38 -0.35
H 3.34 4.49 -0.02
H 5.73 5.26 -0.11

Properties
Highest occupied orbital energy in eV: -9.93

Atomic partial charges in e from the Löwdin method, atoms 1 to 6: C -0.086; C -0.318; O -0.092; H 0.062; H 0.075; H 0.074



#C
The following is a quantum chemistry calculation of a 4-piece molecular cluster, C8H24O4 overall, from the OMol25 dataset.

Positions of all 36 atoms, in Å:
C -1.09 1.31 -0.92
O -0.27 1.90 0.19
H -0.49 0.60 -1.47
H -1.20 2.10 -1.49
H -1.95 0.85 -0.46
H -0.69 1.31 0.87
C 0.80 4.77 -1.09
O 1.53 3.82 -0.34
H 1.17 4.77 -2.30
H 1.02 5.77 -0.63
H -0.22 4.53 -1.09
H 1.01 3.13 -0.18
C -3.11 0.62 2.42
C -1.96 -0.23 3.11
C -2.00 -1.69 2.98
O -0.72 0.24 2.51
H -2.98 1.69 2.21
H -3.98 0.78 2.93
H -3.45 0.07 1.51
H -1.77 -0.06 4.24
H -3.02 -2.14 3.53
H -1.16 -2.01 3.37
H -2.25 -1.94 1.87
H 0.02 0.05 2.93
C 1.42 -3.22 -2.94
C 2.60 -2.49 -2.24
C 2.22 -1.57 -0.99
O 3.57 -3.43 -1.87
H 1.19 -3.69 -2.09
H 1.90 -3.70 -3.69
H 0.60 -2.65 -3.28
H 3.13 -1.81 -3.06
H 1.80 -2.30 -0.28
H 1.51 -0.90 -1.03
H 2.70 -0.98 -0.54
H 4.14 -3.46 -2.71

Properties
Highest occupied orbital energy in eV: -9.45

Atomic partial charges in e from the Löwdin method, atoms 1 to 6: C -0.043; O -0.159; H 0.072; H 0.021; H 0.072; H 0.043



Energy ordering: #B at the bottom, the next structure 157.3 kJ/mol above.